# 1
The following is a quantum chemistry calculation of a molecular structure, C21H13F5N3O2RuS2Se2Te2, from the Open Molecules 2025 dataset.

As for the multiplicity: 6. The calculation puts the energy at -213675.32203 eV. The expectation value of S² is 8.797. Its charge is -2. The value obtained for the LUMO energy (spin up / spin down) is 4.14 / 3.79 eV. The value obtained for the gap between HOMO and LUMO (spin up / spin down) is 4.55 / 5.50 eV.

Each line ends with the natural charge from an NBO analysis.
Element x y z (Å)
Te  -3.480  2.595  0.685  -0.12
Te  -0.838  4.389  1.160  -0.21
Ru  -0.020  0.427  -0.093  0.18
Se  -2.383  0.431  0.244  0.00
Se  0.649  2.412  0.989  -0.05
S  1.912  -2.675  -1.992  0.18
S  -0.693  -1.356  2.796  0.52
F  -1.329  2.347  -1.933  -0.38
F  0.576  -0.130  -3.473  -0.33
F  -1.558  -0.207  -3.068  -0.32
F  -0.736  1.385  -4.271  -0.35
F  0.819  2.249  -2.280  -0.40
O  -0.070  -1.553  -1.035  -0.70
O  -1.807  -2.470  0.056  -0.67
N  0.431  -0.759  1.676  -0.69
N  2.107  0.027  -0.245  -0.46
N  2.133  -1.845  2.926  -0.61
C  2.933  0.406  -1.215  0.08
C  1.694  -1.121  1.790  0.34
C  0.479  -0.881  6.646  -0.26
C  0.767  -3.984  -1.965  -0.19
C  -0.302  -0.870  5.496  -0.19
C  4.812  -0.690  -0.215  -0.20
C  1.081  -5.217  -2.552  -0.25
C  3.994  -1.090  0.800  -0.24
C  4.277  0.088  -1.264  -0.36
C  -0.836  -2.526  -0.690  0.77
C  -0.503  0.610  -3.176  0.90
C  -1.354  -4.903  -1.274  -0.17
C  1.614  -1.492  4.177  0.24
C  -0.278  1.449  -1.905  0.45
C  0.185  -6.270  -2.495  -0.21
C  0.250  -1.200  4.267  -0.27
C  -0.467  -3.836  -1.331  -0.11
C  2.616  -0.737  0.796  0.05
C  -1.042  -6.122  -1.854  -0.27
C  2.401  -1.470  5.323  -0.28
C  1.831  -1.182  6.556  -0.23
H  2.485  1.005  -1.993  0.23
H  3.462  -1.687  5.245  0.19
H  -1.352  -0.609  5.545  0.22
H  2.452  -1.177  7.444  0.20
H  3.130  -1.977  2.941  0.38
H  -1.743  -6.946  -1.812  0.19
H  4.880  0.431  -2.092  0.20
H  5.857  -0.975  -0.212  0.19
H  0.036  -0.635  7.603  0.20
H  2.037  -5.342  -3.046  0.20
H  -2.290  -4.740  -0.755  0.23
H  4.409  -1.705  1.590  0.18
H  0.448  -7.216  -2.956  0.19

---

# 2
The following is a quantum chemistry calculation of a molecular structure, C35H36MoN7O2Sb, from the Open Molecules 2025 dataset.

As for the multiplicity: 3. The calculation puts the energy at -59785.48794 eV. The expectation value of S² is 2.385. Its charge is +2. The value obtained for the LUMO energy (spin up / spin down) is -7.88 / -7.23 eV. The value obtained for the gap between HOMO and LUMO (spin up / spin down) is 4.36 / 6.29 eV.

Each line ends with the Löwdin spin population.
Element x y z (Å)
Sb  1.373  -1.873  0.079  -0.03
Mo  -0.303  0.447  -0.032  1.41
O  2.323  1.315  3.096  -0.01
O  2.232  -0.083  -3.148  -0.02
N  -1.965  1.749  0.199  0.33
N  -0.763  -0.015  2.238  0.00
N  -2.045  -0.804  -0.029  0.08
N  1.202  0.937  -1.322  -0.10
N  -1.078  0.442  -2.202  0.01
N  -3.167  1.227  0.358  0.20
N  1.176  1.338  1.073  -0.05
C  3.235  2.794  1.013  0.01
C  -3.050  5.265  -0.256  0.00
C  1.240  0.274  -2.583  0.00
C  -1.979  -0.782  4.151  0.00
C  -1.823  5.910  -0.374  0.06
C  -1.936  3.159  0.021  0.01
C  0.331  -3.877  -2.097  0.00
C  -3.117  3.897  -0.064  0.05
C  -2.337  0.560  -2.630  0.01
C  3.400  -1.313  0.379  0.00
C  4.222  -2.447  0.989  0.00
C  0.125  0.507  3.093  0.00
C  4.214  3.297  0.192  -0.05
C  -4.487  -2.130  0.206  0.04
C  -0.653  5.172  -0.297  -0.01
C  0.831  -3.046  1.774  -0.01
C  1.598  -3.250  -1.528  -0.01
C  -0.706  3.801  -0.097  0.05
C  1.254  -4.512  1.674  0.00
C  -3.195  -0.108  0.240  0.05
C  -2.686  0.328  -3.953  0.00
C  2.262  1.955  0.445  -0.06
C  -0.140  0.137  -3.109  0.01
C  -3.305  -2.840  -0.095  0.06
C  0.029  0.440  4.466  0.00
C  2.294  1.675  -0.924  -0.06
C  4.265  2.976  -1.178  -0.03
C  -1.067  -0.204  5.015  0.01
C  -1.717  -0.059  -4.861  0.01
C  -2.135  -2.152  -0.204  0.03
C  -0.400  -0.147  -4.428  0.00
C  3.318  2.169  -1.750  -0.01
C  1.318  1.120  2.473  -0.01
C  -1.791  -0.682  2.784  0.00
C  -4.432  -0.778  0.367  0.04
H  4.204  -3.352  0.380  0.00
H  0.924  -5.057  2.559  0.00
H  -1.195  -0.268  6.087  0.00
H  -3.716  0.461  -4.252  0.00
H  0.308  5.661  -0.386  0.00
H  3.345  1.944  -2.804  0.00
H  5.049  3.391  -1.796  0.00
H  0.812  0.884  5.064  0.00
H  2.336  -4.623  1.608  0.00
H  -2.843  -1.319  4.518  0.00
H  -1.224  -2.671  -0.454  0.00
H  -3.311  -3.909  -0.250  0.00
H  0.421  -0.394  -5.087  0.00
H  0.219  3.248  -0.025  0.00
H  -3.081  0.867  -1.914  0.00
H  3.761  -1.024  -0.610  0.00
H  -5.430  -2.653  0.296  0.00
H  -1.783  6.980  -0.525  0.00
H  -0.249  -2.947  1.884  0.00
H  2.272  -4.001  -1.111  0.00
H  -2.491  -1.170  2.132  0.00
H  5.265  -2.136  1.070  0.00
H  -0.222  -4.446  -1.348  0.00
H  0.590  -4.571  -2.897  0.00
H  3.881  -2.701  1.992  0.00
H  -0.340  -3.130  -2.524  0.00
H  -1.975  -0.259  -5.892  0.00
H  3.213  3.057  2.055  0.00
H  4.956  3.964  0.610  0.00
H  -5.305  -0.180  0.586  0.00
H  0.815  -5.005  0.806  0.00
H  1.291  -2.544  2.628  0.00
H  3.420  -0.423  1.008  0.00
H  -4.071  3.399  0.028  0.00
H  -3.967  5.836  -0.314  0.00
H  2.153  -2.696  -2.286  0.00

---

> Which of these has the lowest multiplicity?

C35H36MoN7O2Sb

---

> Among the records above, which one has the lowest expectation value of S²?

C35H36MoN7O2Sb

---

Copy entry 1 word for word.
The following is a quantum chemistry calculation of a molecular structure, C21H13F5N3O2RuS2Se2Te2, from the Open Molecules 2025 dataset.

As for the multiplicity: 6. The calculation puts the energy at -213675.32203 eV. The expectation value of S² is 8.797. Its charge is -2. The value obtained for the LUMO energy (spin up / spin down) is 4.14 / 3.79 eV. The value obtained for the gap between HOMO and LUMO (spin up / spin down) is 4.55 / 5.50 eV.

Each line ends with the natural charge from an NBO analysis.
Element x y z (Å)
Te  -3.480  2.595  0.685  -0.12
Te  -0.838  4.389  1.160  -0.21
Ru  -0.020  0.427  -0.093  0.18
Se  -2.383  0.431  0.244  0.00
Se  0.649  2.412  0.989  -0.05
S  1.912  -2.675  -1.992  0.18
S  -0.693  -1.356  2.796  0.52
F  -1.329  2.347  -1.933  -0.38
F  0.576  -0.130  -3.473  -0.33
F  -1.558  -0.207  -3.068  -0.32
F  -0.736  1.385  -4.271  -0.35
F  0.819  2.249  -2.280  -0.40
O  -0.070  -1.553  -1.035  -0.70
O  -1.807  -2.470  0.056  -0.67
N  0.431  -0.759  1.676  -0.69
N  2.107  0.027  -0.245  -0.46
N  2.133  -1.845  2.926  -0.61
C  2.933  0.406  -1.215  0.08
C  1.694  -1.121  1.790  0.34
C  0.479  -0.881  6.646  -0.26
C  0.767  -3.984  -1.965  -0.19
C  -0.302  -0.870  5.496  -0.19
C  4.812  -0.690  -0.215  -0.20
C  1.081  -5.217  -2.552  -0.25
C  3.994  -1.090  0.800  -0.24
C  4.277  0.088  -1.264  -0.36
C  -0.836  -2.526  -0.690  0.77
C  -0.503  0.610  -3.176  0.90
C  -1.354  -4.903  -1.274  -0.17
C  1.614  -1.492  4.177  0.24
C  -0.278  1.449  -1.905  0.45
C  0.185  -6.270  -2.495  -0.21
C  0.250  -1.200  4.267  -0.27
C  -0.467  -3.836  -1.331  -0.11
C  2.616  -0.737  0.796  0.05
C  -1.042  -6.122  -1.854  -0.27
C  2.401  -1.470  5.323  -0.28
C  1.831  -1.182  6.556  -0.23
H  2.485  1.005  -1.993  0.23
H  3.462  -1.687  5.245  0.19
H  -1.352  -0.609  5.545  0.22
H  2.452  -1.177  7.444  0.20
H  3.130  -1.977  2.941  0.38
H  -1.743  -6.946  -1.812  0.19
H  4.880  0.431  -2.092  0.20
H  5.857  -0.975  -0.212  0.19
H  0.036  -0.635  7.603  0.20
H  2.037  -5.342  -3.046  0.20
H  -2.290  -4.740  -0.755  0.23
H  4.409  -1.705  1.590  0.18
H  0.448  -7.216  -2.956  0.19